Molecular formula: C14H38N2NaO6
Method: DFT, ωB97M-V with the def2-TZVPD basis set

The gap between HOMO and LUMO is 9.898 eV. The molar mass is 353.456 u. The HOMO energy comes out at -12.05 eV. As for the energy above the lowest of the compared OMol25 structures with the same formula, charge and spin: 546.0 kJ/mol.

ORCA input file:
```
! RIJCOSX wB97M-V def2-TZVPD def2/J DEFGRID3
* xyz 1 1
Na -0.35 -0.45 0.37
C 1.39 -1.46 2.28
O 1.36 -0.39 1.39
H 0.53 -1.55 2.93
H 1.44 -2.46 1.83
H 2.32 -1.34 2.84
H 2.18 -0.41 0.89
C -1.54 -0.44 2.54
O -1.32 -1.38 1.48
H -2.53 0.00 2.53
H -1.11 -0.87 3.44
H -1.01 0.50 2.37
H -1.47 -2.28 1.80
C -0.19 3.16 -2.58
O 0.51 1.98 -2.23
C -0.18 0.81 -2.63
C 0.48 -0.56 -2.30
N 1.15 -0.53 -0.94
C 1.87 -1.85 -0.74
C 0.96 -3.15 -0.52
O 0.24 -2.96 0.71
C -0.50 -4.04 1.19
H 0.42 3.89 -2.05
H -1.17 3.20 -2.10
H -0.23 3.52 -3.60
H -0.18 0.82 -3.72
H -1.22 0.89 -2.32
H 1.26 -0.68 -3.06
H -0.19 -1.41 -2.43
H 1.70 0.32 -0.96
H 2.44 -1.89 0.19
H 2.61 -2.05 -1.52
H 1.52 -4.03 -0.21
H 0.26 -3.32 -1.34
H -0.66 -3.91 2.26
H -0.01 -5.00 1.07
H -1.44 -4.07 0.63
C -3.40 -1.20 -1.07
O -2.49 -0.34 -0.45
C -2.78 1.06 -0.42
C -1.91 1.72 0.72
N -0.49 1.58 0.45
C 0.34 2.09 1.54
C 1.86 1.93 1.09
O 2.15 2.97 0.12
C 3.44 2.81 -0.52
H -3.12 -2.24 -1.23
H -3.62 -0.86 -2.08
H -4.37 -1.16 -0.57
H -3.84 1.17 -0.19
H -2.68 1.50 -1.41
H -2.17 1.17 1.62
H -2.23 2.76 0.77
H -0.37 2.00 -0.46
H 0.17 1.64 2.52
H 0.16 3.15 1.71
H 2.09 0.93 0.73
H 2.41 2.18 1.99
H 3.51 2.18 -1.41
H 4.26 2.66 0.18
H 3.71 3.68 -1.12
*
```

***

Molecular formula: C5H8N2
Method: DFT, ωB97M-V with the def2-TZVPD basis set

The gap between HOMO and LUMO is 11.181 eV. The molar mass is 96.133 u. The HOMO energy comes out at -10.23 eV. As for the energy above the lowest of the compared OMol25 structures with the same formula, charge and spin: 135.7 kJ/mol.

ORCA input file:
```
! RIJCOSX wB97M-V def2-TZVPD def2/J DEFGRID3
* xyz 0 1
N -2.35 -1.72 1.66
C -1.64 -0.95 1.16
C -0.85 0.06 0.42
N -1.53 0.48 -0.80
C 0.53 -0.45 0.03
C 1.82 0.17 0.50
C 1.28 0.48 -0.86
H -0.77 0.94 1.07
H -2.46 0.82 -0.59
H -1.62 -0.32 -1.43
H 0.57 -1.52 -0.19
H 1.81 0.96 1.24
H 2.68 -0.50 0.55
H 1.76 0.09 -1.74
H 0.82 1.46 -1.01
*
```

***

Molecular formula: C28H34N8O6
Method: DFT, ωB97M-V with the def2-TZVPD basis set

The gap between HOMO and LUMO is 8.844 eV. The molar mass is 578.630 u. The HOMO energy comes out at -9.29 eV. As for the energy above the lowest of the compared OMol25 structures with the same formula, charge and spin: 124.8 kJ/mol.

ORCA input file:
```
! RIJCOSX wB97M-V def2-TZVPD def2/J DEFGRID3
* xyz 0 1
C -6.72 20.15 5.62
N -7.86 20.06 4.71
O -8.45 18.98 4.77
O -8.19 21.02 3.99
H -6.46 19.19 6.06
H -6.91 20.95 6.34
H -5.92 20.56 5.01
C -11.92 15.40 9.02
N -12.33 14.15 9.65
O -12.92 14.22 10.74
O -11.85 13.18 9.14
H -11.33 16.05 9.67
H -12.86 15.92 8.84
H -11.44 15.33 8.05
C -8.74 19.53 8.47
N -8.65 18.06 8.51
O -7.80 17.57 9.28
O -9.44 17.43 7.83
H -7.86 19.93 8.97
H -9.64 19.82 9.01
H -8.84 19.81 7.43
C -11.78 19.82 6.16
C -12.00 18.74 5.29
C -12.76 17.64 5.71
N -13.18 17.49 6.98
C -12.98 18.55 7.81
C -12.36 19.74 7.45
H -11.15 20.62 5.80
H -11.71 18.79 4.25
H -12.75 16.78 5.05
H -13.31 18.41 8.82
H -12.23 20.55 8.16
C -10.30 15.85 12.22
C -9.20 16.71 12.02
C -9.47 18.05 11.78
N -10.74 18.56 11.81
C -11.76 17.75 12.12
C -11.63 16.38 12.33
H -10.23 14.78 12.36
H -8.16 16.42 12.07
H -8.73 18.82 11.58
H -12.70 18.27 12.15
H -12.56 15.85 12.51
C -7.79 14.06 9.50
C -8.58 13.17 8.87
C -8.85 11.98 9.54
N -8.54 11.80 10.86
C -7.73 12.69 11.45
C -7.37 13.89 10.83
H -7.42 14.87 8.89
H -8.82 13.32 7.83
H -9.58 11.32 9.10
H -7.33 12.37 12.40
H -6.74 14.60 11.34
C -2.90 20.74 9.38
C -3.69 21.82 9.79
C -5.02 21.87 9.50
N -5.64 20.87 8.82
C -4.92 19.79 8.44
C -3.54 19.77 8.61
H -1.84 20.68 9.59
H -3.27 22.69 10.28
H -5.63 22.74 9.71
H -5.21 19.10 7.66
H -2.97 19.02 8.09
C -10.04 14.86 5.25
C -9.67 15.22 3.98
C -9.44 14.21 3.02
N -9.59 12.89 3.33
C -9.95 12.50 4.56
C -10.28 13.49 5.53
H -10.26 15.65 5.95
H -9.63 16.26 3.68
H -9.06 14.51 2.05
H -9.99 11.45 4.82
H -10.73 12.98 6.37
*
```

***

Molecular formula: C4H12NS
Method: DFT, ωB97M-V with the def2-TZVPD basis set

The gap between HOMO and LUMO is 10.354 eV. The molar mass is 106.214 u. The HOMO energy comes out at -14.23 eV. As for the energy above the lowest of the compared OMol25 structures with the same formula, charge and spin: 274.6 kJ/mol.

ORCA input file:
```
! RIJCOSX wB97M-V def2-TZVPD def2/J DEFGRID3
* xyz 1 1
C 0.58 0.09 2.44
S 1.19 0.83 0.77
N 0.08 0.08 -0.53
C -1.28 0.78 -0.36
C 0.65 0.44 -1.84
C -0.05 -1.40 -0.42
H -0.14 0.49 3.18
H 1.50 -0.30 2.84
H 0.12 -0.85 2.02
H -1.59 0.61 0.70
H -1.04 1.86 -0.56
H -2.22 0.30 -0.80
H 0.04 0.04 -2.71
H 0.62 1.57 -1.80
H 1.75 0.48 -1.66
H 0.94 -1.75 -0.63
H -0.35 -1.54 0.59
H -0.80 -1.71 -1.24
*
```

***

Molecular formula: C33H68B2ClN4O11PSi
Method: DFT, ωB97M-V with the def2-TZVPD basis set

The gap between HOMO and LUMO is 8.921 eV. The molar mass is 813.061 u. The HOMO energy comes out at -8.77 eV.

ORCA input file:
```
! RIJCOSX wB97M-V def2-TZVPD def2/J DEFGRID3
* xyz 0 1
C 0.88 3.89 3.52
O 1.32 3.40 4.77
C 1.18 2.00 4.93
C 2.08 1.16 4.03
C 1.37 -0.10 3.51
C 0.48 0.16 2.30
C 1.23 0.41 1.00
C 1.93 -0.85 0.46
N 3.13 -0.49 -0.33
P 4.37 -0.04 0.72
O 4.62 1.40 0.89
C 3.46 -1.49 -1.42
C 4.76 -1.12 -2.16
C 4.99 0.37 -2.50
C 6.36 0.89 -2.09
Cl 6.36 2.65 -1.81
C 2.31 -1.47 -2.44
O 2.00 -0.14 -2.84
C 1.10 0.00 -3.91
C -0.28 -0.59 -3.67
C -0.83 -0.31 -2.27
C -2.19 -0.98 -2.07
O -3.20 -0.02 -1.70
C -3.21 0.31 -0.41
C -4.21 1.38 -0.10
O -2.48 -0.19 0.40
O 0.99 1.37 -4.11
B 1.53 2.24 -3.17
O 0.81 2.60 -2.07
O 2.76 2.83 -3.40
O 1.62 -0.62 -5.06
B 2.83 -0.23 -5.61
O 2.97 1.01 -6.19
O 3.81 -1.19 -5.64
Si 3.59 -3.34 -0.87
C 4.30 -4.32 -2.31
C 4.75 -3.57 0.59
C 1.94 -4.13 -0.48
H 0.60 4.93 3.66
H 1.67 3.82 2.76
H 0.01 3.32 3.16
H 1.41 1.80 5.97
H 0.13 1.71 4.78
H 2.94 0.83 4.62
H 2.49 1.75 3.21
H 2.11 -0.88 3.32
H 0.74 -0.49 4.32
H -0.20 -0.69 2.16
H -0.17 1.02 2.51
H 1.96 1.21 1.12
H 0.52 0.75 0.25
H 1.23 -1.38 -0.18
H 2.17 -1.51 1.30
H 5.50 -0.74 0.27
H 4.05 -0.68 1.93
H 4.74 -1.69 -3.10
H 5.64 -1.49 -1.62
H 4.23 1.01 -2.05
H 4.90 0.53 -3.58
H 7.10 0.74 -2.87
H 6.72 0.43 -1.16
H 2.61 -2.07 -3.31
H 1.41 -1.95 -2.04
H -0.26 -1.66 -3.89
H -0.92 -0.12 -4.41
H -0.13 -0.60 -1.50
H -1.01 0.76 -2.20
H -2.15 -1.79 -1.34
H -2.54 -1.41 -3.01
H -3.72 2.34 -0.01
H -4.96 1.46 -0.88
H -4.68 1.14 0.85
H 1.25 3.34 -1.62
H 2.88 3.00 -4.34
H 3.85 1.15 -6.56
H 4.71 -0.85 -5.73
H 4.49 -5.34 -1.98
H 5.24 -3.91 -2.68
H 3.59 -4.35 -3.14
H 4.27 -3.31 1.53
H 5.61 -2.91 0.50
H 5.12 -4.59 0.64
H 1.23 -4.09 -1.31
H 2.13 -5.18 -0.23
H 1.49 -3.67 0.41
C -8.48 4.15 -3.70
C -8.30 2.82 -2.98
C -7.97 2.99 -1.50
C -6.68 3.63 -1.29
N -5.65 4.12 -1.14
H -7.56 4.73 -3.69
H -8.76 3.99 -4.74
H -9.26 4.75 -3.23
H -7.52 2.24 -3.47
H -9.22 2.23 -3.06
H -7.95 2.02 -1.00
H -8.74 3.58 -1.00
C -1.43 4.41 8.23
C -1.43 3.40 9.36
C -0.39 2.29 9.16
C -0.68 1.47 7.99
N -0.88 0.85 7.05
H -1.70 3.95 7.28
H -2.14 5.21 8.42
H -0.44 4.87 8.11
H -2.42 2.95 9.46
H -1.21 3.90 10.31
H -0.35 1.64 10.04
H 0.61 2.73 9.04
C -4.77 -4.16 -2.30
C -4.95 -5.46 -1.53
C -3.94 -5.63 -0.39
C -2.56 -5.77 -0.86
N -1.48 -5.89 -1.24
H -3.81 -4.13 -2.81
H -5.55 -4.05 -3.05
H -4.83 -3.29 -1.63
H -4.89 -6.31 -2.21
H -5.95 -5.48 -1.09
H -4.18 -6.52 0.20
H -3.98 -4.78 0.29
*
```

***

Molecular formula: C62H54Cl2N10O20
Method: DFT, ωB97M-V with the def2-TZVPD basis set

The gap between HOMO and LUMO is 9.021 eV. The molar mass is 1330.070 u. The HOMO energy comes out at -9.93 eV. As for the energy above the lowest of the compared OMol25 structures with the same formula, charge and spin: 407.4 kJ/mol.

ORCA input file:
```
! RIJCOSX wB97M-V def2-TZVPD def2/J DEFGRID3
* xyz 0 1
O 1.13 3.52 -1.96
N 1.78 4.44 -2.40
O 2.30 4.38 -3.51
C 2.25 5.41 -1.39
C 1.99 5.22 -0.02
C 2.34 6.17 0.90
C 2.96 7.32 0.48
C 3.25 7.56 -0.79
C 2.94 6.59 -1.81
H 1.65 4.29 0.42
H 2.03 6.05 1.93
H 3.16 8.06 1.24
H 3.99 8.32 -0.99
H 3.14 6.79 -2.85
O -1.74 7.05 -5.14
N -1.72 6.80 -6.31
O -1.45 7.65 -7.17
C -1.74 5.36 -6.64
C -1.15 5.03 -7.88
C -1.11 3.69 -8.27
C -1.63 2.71 -7.41
C -2.13 3.00 -6.18
C -2.29 4.34 -5.81
H -0.78 5.75 -8.59
H -0.70 3.44 -9.23
H -1.68 1.72 -7.83
H -2.58 2.32 -5.47
H -2.75 4.54 -4.85
O -9.50 -0.97 5.08
N -8.37 -1.11 5.60
O -7.59 -0.21 5.55
C -8.04 -2.41 6.33
C -6.76 -3.00 6.48
C -6.54 -4.18 7.22
C -7.64 -4.81 7.76
C -8.97 -4.43 7.42
C -9.15 -3.23 6.82
H -5.91 -2.54 5.99
H -5.52 -4.44 7.45
H -7.52 -5.73 8.31
H -9.80 -5.10 7.62
H -10.13 -2.92 6.49
O 10.14 1.43 3.75
N 9.54 1.04 4.79
O 9.99 0.15 5.53
C 8.20 1.63 5.10
C 7.98 3.01 4.75
C 6.58 3.38 4.81
C 5.65 2.50 5.17
C 5.93 1.24 5.58
C 7.26 0.74 5.58
H 8.79 3.65 4.44
H 6.19 4.34 4.52
H 4.59 2.70 5.10
H 5.12 0.72 6.07
H 7.39 -0.24 6.01
O 1.98 -9.19 -6.79
N 2.26 -8.09 -7.23
O 3.27 -7.97 -7.91
C 1.63 -6.85 -6.66
C 2.41 -5.68 -6.57
C 1.84 -4.56 -5.94
C 0.55 -4.64 -5.46
C -0.20 -5.81 -5.57
C 0.33 -6.93 -6.10
H 3.40 -5.68 -7.00
H 2.47 -3.68 -5.86
H 0.17 -3.76 -4.97
H -1.16 -6.00 -5.11
H -0.32 -7.78 -5.99
O 0.96 -1.52 0.54
N 0.46 -1.08 1.58
O 1.06 -1.01 2.66
C -0.97 -0.65 1.61
C -1.71 -0.72 0.41
C -3.03 -0.28 0.48
C -3.60 0.22 1.68
C -2.77 0.34 2.82
C -1.44 -0.08 2.81
H -1.26 -1.09 -0.50
H -3.53 -0.25 -0.47
H -4.62 0.57 1.65
H -3.04 0.87 3.72
H -0.72 0.04 3.60
O -8.46 1.08 -2.09
N -9.23 1.60 -1.23
O -10.37 1.21 -1.10
C -8.75 2.76 -0.47
C -9.53 3.18 0.67
C -9.02 4.25 1.45
C -7.87 4.94 1.04
C -7.11 4.52 -0.10
C -7.64 3.50 -0.92
H -10.43 2.66 0.95
H -9.62 4.68 2.24
H -7.53 5.77 1.64
H -6.19 4.98 -0.43
H -7.13 3.34 -1.86
O -4.91 -3.11 -4.38
N -5.72 -3.82 -5.04
O -5.61 -4.02 -6.25
C -6.51 -4.79 -4.22
C -7.20 -5.81 -4.87
C -8.02 -6.71 -4.13
C -8.03 -6.64 -2.75
C -7.35 -5.61 -2.10
C -6.67 -4.64 -2.83
H -7.24 -5.91 -5.94
H -8.52 -7.52 -4.65
H -8.77 -7.25 -2.25
H -7.43 -5.54 -1.03
H -6.25 -3.74 -2.40
O 7.71 -2.55 -5.31
N 7.96 -1.38 -5.46
O 8.38 -0.96 -6.49
C 7.95 -0.46 -4.24
C 7.22 -0.89 -3.04
C 7.15 -0.02 -1.91
C 7.66 1.25 -2.06
C 8.25 1.68 -3.25
C 8.48 0.82 -4.31
H 6.99 -1.94 -2.90
H 6.64 -0.40 -1.03
H 7.51 1.98 -1.28
H 8.74 2.64 -3.37
H 9.07 1.13 -5.16
O 7.12 -5.38 7.01
N 8.06 -5.76 6.30
O 8.80 -6.67 6.70
C 8.27 -5.18 5.00
C 9.56 -5.29 4.34
C 9.83 -4.65 3.13
C 8.76 -4.05 2.43
C 7.48 -4.12 3.00
C 7.23 -4.57 4.29
H 10.43 -5.74 4.80
H 10.81 -4.76 2.69
H 9.00 -3.63 1.46
H 6.68 -3.68 2.42
H 6.27 -4.32 4.71
Cl 0.97 7.22 6.96
C -0.72 7.74 6.53
C -1.65 6.49 6.43
Cl -0.99 5.34 5.28
H -0.66 8.13 5.51
H -1.21 8.49 7.15
H -2.69 6.64 6.12
H -1.72 6.05 7.42
*
```

***

- Among the records above, which one has the highest gap between HOMO and LUMO?
  C5H8N2

***

- What is the gap between HOMO and LUMO in the fourth record?
  10.354 eV

***

- Among the records above, which one has the highest gap between HOMO and LUMO?
  C5H8N2

***

- Which of these has the lowest gap between HOMO and LUMO?
  C28H34N8O6